C8H9N2O3S | ωB97M-V/def2-TZVPD

```
23
Properties=species:S:1:pos:R:3:forces:R:3:mulliken_charge:R:1
C -2.12912 -1.15447 -1.19413 -0.4 -0.2 0.1 -0.934
C -2.87486 -1.04416 0.14539 0.3 -1.0 -1.2 0.740
O -3.53141 -2.00643 0.54008 -0.1 -0.1 0.0 -0.709
N -2.75674 0.07752 0.84185 0.4 1.6 0.8 -0.612
S -1.92448 1.34655 0.36826 -0.1 0.2 0.2 1.337
O -2.24846 1.85729 -0.95935 0.2 -0.2 0.1 -0.712
O -1.97824 2.33997 1.42129 0.0 -0.2 0.0 -0.739
C -0.18436 0.83432 0.31228 -0.8 0.2 -0.1 -0.694
C 0.31723 0.08914 1.36148 0.1 -0.1 0.0 -0.442
C 1.63257 -0.33463 1.34139 0.1 0.0 -0.1 -0.683
C 2.45766 -0.01056 0.26442 -0.2 0.1 0.0 1.167
N 3.80260 -0.38761 0.26847 0.3 -0.1 0.0 -0.603
C 1.94132 0.74695 -0.78521 0.1 -0.1 0.1 -0.592
C 0.62355 1.16699 -0.75566 -0.1 0.0 0.0 -0.251
H -2.24784 -0.22756 -1.74741 0.1 0.0 -0.2 0.358
H -1.06828 -1.31516 -1.00052 0.1 0.0 0.0 0.159
H -2.52163 -1.99619 -1.76230 0.0 0.0 0.1 0.337
H -0.34580 -0.16155 2.17471 0.0 -0.1 0.1 0.452
H 2.03339 -0.92530 2.15480 0.0 0.0 0.1 0.254
H 4.00512 -1.19340 0.84152 0.0 0.0 -0.1 0.225
H 4.22157 -0.44279 -0.64812 0.0 -0.1 0.1 0.223
H 2.58072 0.99711 -1.62220 0.0 0.0 -0.1 0.255
H 0.19550 1.74397 -1.56102 0.0 0.0 -0.1 0.463
```
Forces are in eV/Å.

## Properties
- Total charge: -1
- SMILES string: CC(=O)N=[S@@](=O)([O-])c1ccc(N)cc1
- E_HOMO: -5.1 eV

=====

C8H9N2O5STb | ωB97M-V/def2-TZVPD

```
26
Properties=species:S:1:pos:R:3:forces:R:3:lowdin_spin:R:1
O -0.00464 1.94900 -3.97256 0.2 -3.0 3.2 0.000
C 0.07285 1.20085 -3.09807 -0.2 3.0 -2.9 -0.005
Tb 0.43241 0.46845 0.28867 -2.8 -1.4 -1.0 6.189
C -0.56263 1.20349 2.45416 -1.4 1.6 5.3 -0.021
O -0.86682 1.51461 3.52270 1.1 -1.3 -4.3 0.002
C -0.52525 -1.67552 -0.67278 1.1 -1.8 0.7 -0.044
O -0.76160 -2.84664 -0.57269 0.1 2.1 -0.3 -0.016
C 2.48865 0.02576 -0.84819 6.5 -1.0 -2.2 -0.020
O 3.56852 -0.23103 -1.16168 -4.5 0.9 1.1 0.003
C -1.85619 -0.23906 -0.13664 -2.8 1.1 -0.8 -0.034
O -2.92868 -0.49497 -0.51335 2.7 0.1 1.0 -0.015
H 0.21059 -1.30091 -1.51103 -0.3 -0.2 -0.2 -0.013
C -0.68352 -2.41714 4.66159 -0.6 -0.6 0.7 0.000
N 0.13725 -2.18633 3.49915 0.5 0.4 -1.8 0.000
C 1.28462 -1.52611 3.39608 -0.5 0.1 0.4 0.000
S 1.89047 -1.04486 1.74295 0.2 -0.6 1.8 -0.024
N 1.97809 -1.17550 4.46589 0.5 0.4 -1.5 -0.002
C 1.73519 -1.44796 5.87139 0.1 -0.1 1.1 0.000
H -0.19620 -3.08694 5.35721 -0.1 -0.1 0.1 0.000
H -1.62281 -2.87873 4.36503 0.1 0.0 -0.2 0.000
H -0.94584 -1.49884 5.16768 0.1 0.3 0.0 0.000
H -0.17924 -2.53482 2.60161 -0.3 0.0 0.2 0.000
H 2.85773 -0.74194 4.22434 0.0 0.2 0.2 0.000
H 1.59122 -2.51111 6.06657 0.1 0.2 -0.1 0.000
H 2.60828 -1.12872 6.44806 -0.1 -0.1 -0.3 0.000
H 0.88676 -0.87903 6.26061 0.2 -0.1 -0.2 0.000
```
Forces are in eV/Å.

## Properties
- Total charge: +2
- E_HOMO (spin up / spin down): -14.8 / -15.0 eV
- Multiplicity: 7

=====

C8H9N2OS | ωB97M-V/def2-TZVPD

```
21
Properties=species:S:1:pos:R:3:forces:R:3:mulliken_charge:R:1
N -0.52350 1.99357 0.96613 -0.8 0.7 0.3 -0.205
C 0.38162 1.22536 0.10686 2.6 -1.9 1.9 1.246
C -0.02086 -0.21870 0.10456 0.3 -1.2 -1.9 0.186
C -0.11099 -0.82357 -1.18364 -1.3 -2.2 4.3 -0.426
C -0.61261 -2.12951 -1.27341 -0.1 0.7 -1.1 -0.717
C -0.86325 -2.88328 -0.16467 -0.1 -0.7 1.7 -0.291
C -0.67810 -2.35959 1.12221 1.1 3.6 -3.7 -0.949
C -0.28249 -1.00061 1.24599 -0.7 -1.6 -2.9 -0.385
O 1.85101 1.46798 0.72410 -2.3 -1.0 1.1 -0.331
N 2.10823 2.18908 -0.42895 -2.3 -0.1 -1.5 -0.019
C 0.93700 1.87757 -1.07465 0.3 2.8 -2.9 -0.566
S 0.20520 2.35177 -2.49358 0.9 -0.6 1.6 -0.171
H -0.49520 3.07622 0.83062 0.4 -2.2 0.9 0.383
H -0.26990 1.53111 1.87432 -0.4 1.7 -0.1 0.411
H -1.49814 1.67287 0.79906 0.4 0.3 -0.2 0.411
H 0.16757 -0.31669 -1.99593 0.7 1.9 -3.1 0.454
H -0.91490 -2.52986 -2.23767 0.5 0.1 0.0 0.371
H -1.21801 -3.92575 -0.19503 0.1 0.7 -0.4 0.357
H -0.92348 -2.95551 1.88078 -0.7 -1.9 3.3 0.527
H -0.28326 -0.52005 2.13626 0.2 1.0 3.1 0.427
H 3.04405 2.27759 -0.74337 0.9 0.0 -0.4 0.286
```
Forces are in eV/Å.

## Properties
- Total charge: +1
- SMILES string: [NH3+][C@]1(c2ccccc2)ONC1=S
- E_HOMO: -12.8 eV

=====

C8H9N2OS | ωB97M-V/def2-TZVPD

```
21
Properties=species:S:1:pos:R:3:forces:R:3:mulliken_charge:R:1
N 1.18444 1.88637 -0.90736 -0.8 -0.5 -1.2 -0.288
C 0.96781 0.71467 -0.35366 -1.4 -1.0 -0.9 0.570
C 2.07846 -0.08267 0.21529 0.9 1.7 1.8 -0.134
S 2.36427 -1.48442 -0.52365 1.2 -0.1 -0.1 -0.129
N 2.64970 0.57374 1.29168 0.1 -2.5 -1.1 -0.069
O 2.05165 1.75370 1.63654 0.8 0.9 -0.7 -0.409
C -0.34001 -0.08021 -0.35918 1.1 2.4 -1.2 1.107
C -0.45494 -1.17383 0.42035 -1.2 -0.6 0.9 -0.472
C -1.69360 -1.87697 0.50314 3.1 -0.4 0.6 -0.655
C -2.77346 -1.45252 -0.19582 -1.2 -0.6 -1.0 -0.363
C -2.63298 -0.30796 -1.04196 -0.9 -1.7 0.6 -0.633
C -1.41389 0.30663 -1.15491 -0.9 -0.3 1.4 -0.609
H 0.41778 2.23532 -1.54979 1.5 -0.1 1.1 0.238
H 2.14402 2.31924 -0.94210 -1.6 -0.6 0.1 0.296
H 3.42261 0.15539 1.84722 -0.7 0.8 -0.5 0.282
H 1.71398 1.71201 2.51704 -0.4 -0.4 1.3 0.347
H 0.44592 -1.39219 0.94828 -0.4 -1.0 0.8 0.551
H -1.54897 -2.81221 1.04019 -1.0 0.1 0.1 0.362
H -3.71243 -2.11162 -0.18965 1.4 1.5 0.0 0.314
H -3.55419 -0.09830 -1.57656 0.5 0.7 -0.3 0.389
H -1.31618 1.21584 -1.62508 -0.1 1.8 -1.7 0.304
```
Forces are in eV/Å.

## Properties
- Total charge: +1
- SMILES string: [NH2+]=C(C(=S)NO)c1ccccc1
- E_HOMO: -12.7 eV

=====

C8H9N2S | ωB97M-V/def2-TZVPD

```
20
Properties=species:S:1:pos:R:3:forces:R:3:lowdin_spin:R:1
C -2.16170 -2.01517 -0.59266 -1.4 -1.5 -1.2 0.062
C -2.33486 -2.34208 0.68056 1.9 1.8 -0.4 -0.024
C -1.24127 -0.91714 -0.86243 -0.6 -0.3 0.4 0.108
C -0.59001 -0.45341 0.33021 -0.7 -1.4 1.3 0.130
C -1.29314 -0.45312 -2.09276 2.2 1.9 -0.1 0.888
C 0.34536 1.80632 -2.05263 -4.2 -2.0 -0.4 0.208
C 1.30245 1.24050 0.05773 -3.6 -2.4 1.2 0.331
C 0.69256 0.26535 2.12953 -0.2 5.9 0.8 -0.006
N 0.43621 0.36260 0.69332 1.4 1.0 -1.3 -0.010
N 1.28190 1.60277 -1.22628 5.7 2.0 -1.3 0.102
S -1.30122 -1.37426 1.72864 -0.3 -0.3 -1.3 0.120
H -2.73559 -2.60582 -1.40202 1.2 1.4 1.2 0.001
H -2.92673 -3.12486 1.00149 -1.1 -1.3 1.1 -0.002
H -1.80051 -0.74328 -2.95409 -0.9 -0.3 -1.2 0.059
H 0.51997 1.74550 -3.10822 1.0 1.1 -0.4 0.013
H 1.95939 1.69641 0.70092 1.6 0.8 1.1 0.018
H 1.26404 -0.49762 2.45954 1.2 -3.3 0.6 -0.002
H 1.33979 1.17475 2.52673 -1.6 -1.5 -1.1 0.000
H -0.31357 0.40028 2.53284 0.7 -0.1 0.9 -0.001
H 2.33210 1.98734 -1.45542 -2.3 -1.4 0.2 0.004
```
Forces are in eV/Å.

## Properties
- Total charge: +1
- E_HOMO (spin up / spin down): -11.3 / -12.2 eV
- Multiplicity: 3

=====

C8H9N2Sr | ωB97M-V/def2-TZVPD

```
20
Properties=species:S:1:pos:R:3:forces:R:3:mulliken_charge:R:1
Sr 0.21645 -0.46602 0.45217 -0.1 0.1 -0.8 1.833
C 2.25902 1.27259 0.95178 -0.1 -0.4 -0.2 -0.498
C 1.75741 0.61126 2.09965 0.9 0.9 1.0 -1.136
C 0.52615 1.22057 2.42983 -0.3 0.1 0.0 -0.617
C 0.24322 2.19743 1.44594 -0.5 -0.4 0.5 -0.238
C 1.30540 2.22649 0.54180 0.4 -0.4 -0.5 -0.352
H 3.19780 1.05376 0.46287 0.1 0.1 0.1 0.381
H 2.33720 -0.00346 2.77690 -0.1 -0.2 -0.2 0.498
H -0.09718 0.96322 3.27601 0.1 0.1 0.1 0.374
H -0.63638 2.82406 1.41640 0.1 0.0 0.0 0.447
H 1.40449 2.88660 -0.30711 0.0 0.0 0.0 0.404
N -4.36193 -0.10413 -0.39920 0.0 0.1 0.1 -0.029
C -4.25758 0.72522 0.69324 -0.1 -0.1 -0.1 -0.566
C -2.93176 0.81066 0.95818 0.2 0.0 0.0 -0.272
N -2.21749 0.04677 0.04430 -0.4 -0.1 0.0 -0.370
C -3.12648 -0.48885 -0.75127 -0.1 0.1 -0.1 -0.253
H -5.21322 -0.37347 -0.86394 0.0 0.0 0.0 0.206
H -5.11648 1.17262 1.16075 0.0 0.0 0.0 0.387
H -2.43519 1.38714 1.71952 0.0 -0.1 0.0 0.399
H -2.94878 -1.13334 -1.59752 0.1 0.0 0.0 0.401
```
Forces are in eV/Å.

## Properties
- Total charge: +1
- E_HOMO: -11.5 eV

=====

C8H9N3O4 | ωB97M-V/def2-TZVPD

```
24
Properties=species:S:1:pos:R:3:forces:R:3:mulliken_charge:R:1
C -0.88724 -0.86648 -3.14423 3.7 1.4 -1.2 -1.181
C -0.94038 0.00486 -1.96192 -2.3 1.5 -0.2 0.659
C -0.30905 -0.15859 -0.80454 0.0 0.8 0.7 -0.731
N -0.45692 0.67176 0.29232 0.5 -0.3 0.2 -0.281
C -1.21096 1.69295 0.23502 -0.2 -0.5 -3.1 0.312
O -1.43745 2.44163 1.26687 -1.7 2.1 0.4 -0.476
N -1.86172 2.09000 -0.99663 0.6 -1.6 1.1 -0.105
C -1.89174 1.20358 -2.11930 1.2 -0.8 1.5 0.316
O -2.59426 1.42142 -3.07891 0.2 0.1 0.2 -0.641
H -1.14978 -0.17583 -3.97069 0.1 -0.9 0.0 0.340
H -1.44775 -1.75561 -3.18096 -0.9 -0.9 0.2 0.251
H 0.25230 -1.12349 -3.24907 -2.1 0.1 -0.2 0.301
H 0.37556 -0.96218 -0.61456 0.1 -0.5 -0.2 0.617
H -0.78319 2.53471 1.95686 0.6 -0.8 0.0 0.358
H -2.55954 2.82159 -1.05608 0.2 0.1 0.4 0.268
O -0.46862 -0.14315 3.32904 -2.0 0.9 1.3 -0.508
C 0.57864 -0.18635 2.83148 0.2 -2.1 -1.7 0.576
O 1.69461 0.44093 2.67210 1.2 2.0 -0.1 -0.465
C 1.55445 -0.97504 2.11714 0.4 0.2 1.7 0.414
C 2.64419 -1.88143 2.45757 0.1 -1.3 0.0 -0.404
N 2.08591 -1.60748 1.05313 2.3 -0.4 -2.4 -0.374
H 3.56639 -1.40240 2.75842 0.0 0.4 -0.3 0.245
H 2.56736 -2.87017 3.02365 -0.5 1.1 -1.6 0.222
H 2.67919 -1.21521 0.18329 -1.7 -0.8 3.2 0.287
```
Forces are in eV/Å.

## Properties
- Total charge: 0
- SMILES string: Cc1cnc(O)[nH]c1=O.O=C1O[C@@]12CN2
- E_HOMO: -8.9 eV

=====

C8H9NO2 | ωB97M-V/def2-TZVPD

```
20
Properties=species:S:1:pos:R:3:forces:R:3:mulliken_charge:R:1
C 3.41840 -0.65237 0.22331 -5.5 1.1 -16.2 -1.038
N 2.45384 0.44446 -0.20756 -3.2 -1.5 0.3 -0.321
C 1.04185 0.28403 -0.18951 3.6 -3.9 -0.5 1.472
C 0.50246 -0.97786 -0.23086 -0.2 -2.4 1.9 -0.559
C -0.96874 -1.09928 -0.17067 11.4 2.1 -1.9 -0.477
C -1.69470 -0.10638 -0.04166 -6.4 10.1 0.0 -0.106
C -3.33210 -0.18652 -0.02677 6.8 -8.1 0.0 0.426
O -3.77263 -1.33726 -0.04072 -0.7 2.0 0.2 -0.608
O -3.89428 0.89612 -0.03537 -5.7 4.9 0.9 -0.381
C -1.09295 1.22742 -0.01678 -0.4 -1.9 1.0 -0.655
C 0.27967 1.37624 -0.10239 -4.3 1.9 -0.3 -0.800
H 3.53885 -0.73641 1.08770 2.0 -1.4 13.3 0.401
H 4.10733 -0.16752 -0.40801 2.7 -1.0 -0.1 0.430
H 2.91533 -1.66447 -0.35410 2.2 2.9 1.8 0.251
H 2.47044 1.41659 -0.06659 2.3 1.2 0.7 0.203
H 1.33538 -1.90043 0.10255 -3.4 2.5 -1.5 -0.065
H -1.30508 -1.90789 0.02019 -4.3 -10.7 1.5 0.773
H -4.89885 0.75991 0.17387 2.2 0.3 -0.8 0.396
H -1.73481 1.96113 0.43354 -0.1 0.9 -0.8 0.344
H 0.63060 2.37049 -0.15018 0.8 0.9 0.4 0.314
```
Forces are in eV/Å.

## Properties
- Total charge: 0
- SMILES string: CNc1ccc(C(=O)O)cc1
- E_HOMO: -8.1 eV

=====

C8H9NO2Si | ωB97M-V/def2-TZVPD

```
21
Properties=species:S:1:pos:R:3:forces:R:3:mulliken_charge:R:1
C 3.25783 0.96884 -0.12718 -0.1 0.0 0.2 0.816
C -3.04072 1.13115 -0.06715 1.1 -0.6 1.1 -0.452
C -2.08238 2.15779 -0.16023 -1.3 1.8 -0.5 -0.396
C -2.62029 -0.15012 0.35605 0.7 3.0 -1.1 -0.658
C -0.71339 1.84155 -0.12553 -1.5 -0.5 -0.4 -0.377
C -1.27199 -0.43771 0.48374 -1.1 -0.8 -0.4 -0.215
C -0.35250 0.52386 0.04697 -1.1 -0.4 1.6 0.533
C 1.73634 -2.45970 -0.75122 1.4 -0.8 5.6 -1.003
N 3.38404 -0.20287 0.10745 0.5 -1.2 0.6 -0.504
O 3.05829 2.08241 -0.33456 0.5 1.4 -0.4 -0.422
O 0.96398 0.31851 0.04931 -0.1 -0.5 -0.2 -0.075
Si 1.85357 -0.98657 0.46094 1.1 -0.7 -2.2 0.118
H -4.12928 1.19234 -0.05234 0.4 1.0 -0.4 0.312
H -2.50654 3.24546 -0.25224 1.3 -2.1 0.0 0.230
H -3.47872 -0.68766 0.57467 -0.7 -2.1 0.7 0.404
H 0.17973 2.42310 -0.21238 -0.2 1.2 -0.2 0.474
H -1.08525 -1.43337 0.88902 0.8 0.2 -0.3 0.328
H 1.89592 -3.42880 -0.13071 -0.3 1.5 -1.2 0.271
H 0.81637 -2.46312 -1.15012 -3.3 -0.3 -1.7 0.406
H 2.48808 -2.34639 -1.43079 1.9 0.2 -2.0 0.312
H 1.64695 -1.28870 1.82630 -0.1 -0.3 1.2 -0.099
```
Forces are in eV/Å.

## Properties
- Total charge: 0
- E_HOMO: -8.8 eV

=====

C8H9O6 | ωB97M-V/def2-TZVPD

```
23
Properties=species:S:1:pos:R:3:forces:R:3:mulliken_charge:R:1
C 2.11591 0.20467 -1.05428 -1.0 -1.7 2.7 -1.632
C 0.91640 -0.00778 -0.14235 -0.1 4.4 1.9 0.631
C 0.27477 1.00418 0.60457 0.3 -2.4 -1.4 0.270
C 0.02366 2.50984 0.50835 2.1 -0.3 0.4 0.368
O -1.11803 2.84121 0.12865 -0.7 0.0 -0.5 -0.787
O 0.94407 3.21508 0.93207 0.2 0.7 -0.1 -0.702
C -0.75670 0.42704 1.54198 2.4 -3.3 0.5 -0.713
C -1.78627 -0.11257 0.59989 -1.2 1.1 -0.4 0.567
O -2.79421 0.81579 0.28155 -0.1 -1.0 -0.2 -0.658
O -2.15085 -1.49418 0.75448 -0.3 -0.1 -0.5 -0.674
C -1.40529 -1.06734 -0.41659 3.0 -0.4 0.6 0.388
O -2.00821 -1.16784 -1.66573 1.0 0.0 1.4 -0.611
C 0.35304 -1.34897 -0.22304 -4.1 -0.6 -1.6 -0.247
O 0.44817 -2.19414 0.86480 -0.1 -1.1 0.8 -0.646
H 2.34492 1.23535 -1.02875 0.4 1.0 -0.9 0.412
H 1.70130 -0.34846 -1.85482 0.7 0.4 -2.2 0.379
H 2.93639 -0.41692 -0.60974 -0.3 0.6 -0.5 0.266
H -0.14954 -0.46393 2.06547 -1.8 1.9 -0.9 0.195
H -1.09979 1.04021 2.33817 -0.6 0.9 0.2 0.428
H -2.33028 1.67608 0.02457 0.4 -0.4 0.6 0.522
H -2.60730 -0.41836 -1.63388 -0.6 0.4 -0.3 0.416
H 0.68015 -1.78753 -1.20972 -0.2 -0.3 1.2 0.380
H -0.44581 -2.27611 1.28969 0.8 0.2 -0.7 0.447
```
Forces are in eV/Å.

## Properties
- Total charge: -1
- SMILES string: CC1=C(C(=O)[O-])C[C@]2(O)O[C@]2(O)[C@@H]1O
- E_HOMO: -4.5 eV

=====

C8H9OP | ωB97M-V/def2-TZVPD

```
19
Properties=species:S:1:pos:R:3:forces:R:3:mulliken_charge:R:1
C -3.16098 -0.91355 0.26367 3.5 0.8 -1.6 -0.725
C -3.03130 0.47621 0.47095 2.4 -2.3 -1.3 -0.422
C -2.02960 -1.61493 -0.28424 -0.5 -1.4 0.6 -0.185
C -1.83741 1.12903 0.19538 -0.1 -3.6 -0.2 -0.730
C -0.79474 -1.03322 -0.53034 -1.1 1.0 0.6 -0.638
C -0.69176 0.32522 -0.21484 -1.2 1.7 0.3 0.918
C 0.50084 1.03798 -0.16308 3.9 1.2 -0.6 -0.379
C 2.98544 0.68533 0.01560 0.5 -1.1 -0.2 -0.268
O 1.71789 0.39193 -0.13013 -2.7 -1.1 -0.2 -0.148
P 4.12578 -0.75159 0.30657 -0.1 1.0 -0.4 -0.139
H -4.04854 -1.42050 0.40419 -1.7 -0.9 0.5 0.463
H -3.75145 0.97347 0.98244 -2.4 1.6 1.1 0.451
H -2.01138 -2.73914 -0.37989 -0.7 1.3 -0.1 0.260
H -1.78607 2.10536 0.55081 0.7 1.7 0.1 0.335
H 0.07902 -1.52818 -0.92224 -0.1 -0.4 0.1 0.415
H 0.60265 2.11889 -0.34502 -0.3 -0.5 0.5 0.309
H 3.24166 1.70763 0.13002 0.4 0.9 0.0 0.398
H 5.16776 0.16369 0.64181 0.0 -0.4 0.0 0.037
H 4.72219 -1.11362 -0.99164 -0.5 0.6 0.6 0.047
```
Forces are in eV/Å.

## Properties
- Total charge: 0
- E_HOMO (spin up / spin down): -7.0 / -7.2 eV

=====

Calculated calculated total energy in order - -1043.74356 -2017.89728 -892.78513 -892.83199 -817.36563 -450.28060 -775.36077 -515.26887 -805.01583 -761.65443 -726.66633 a.u.